The following is a DFT calculation (ωB97M-V/def2-TZVPD) of a molecular structure, C5H8CsMgO3.

## Properties
**Orbital gap (spin up / spin down)**: 5.47 / 8.56 eV
**Total charge**: +2
**LUMO level (spin up / spin down)**: -8.18 / -8.18 eV
**Multiplicity**: 2
**<S²>**: 0.750

Last column: Löwdin spin population.
Atoms and positions in Å:
C 0.099 -1.380 0.018  0.0014
C 1.349 -0.792 0.054  0.0013
H 0.122 -2.389 -0.422  0.0010
H -0.168 -0.337 -0.579  0.0000
H 1.798 -1.293 1.175  0.0011
Cs -0.873 1.480 3.102  0.0083
O -0.549 -3.445 3.180  0.0403
Mg 1.669 -5.389 2.086  0.7182
O 1.064 -3.418 1.725  0.1932
C -0.038 -2.952 2.094  0.0271
O -0.491 -1.818 1.642  0.0062
C -1.178 -2.598 4.169  0.0008
C -1.682 -3.482 5.281  0.0005
H -0.413 -1.912 4.565  0.0002
H -2.009 -2.050 3.700  0.0002
H -0.842 -3.962 5.797  0.0002
H -2.236 -2.844 5.981  0.0000
H -2.320 -4.277 4.878  0.0001

The following is a DFT calculation (ωB97M-V/def2-TZVPD) of a molecular structure, C16H23N5O8Pt.

## Properties
**Orbital gap**: 7.46 eV
**LUMO level**: -0.18 eV
**Multiplicity**: 1

Last column: natural (NBO) charge in e.
Atoms and positions in Å:
Pt 0.123 1.073 -0.358  0.9983
N 1.939 1.534 0.454  -0.7601
C 2.026 2.883 1.072  -0.2218
C 1.875 4.060 0.108  -0.4223
C 0.455 4.505 -0.253  -0.2091
N -0.182 3.524 -1.117  -0.8796
H 2.151 0.832 1.158  0.3959
H 2.645 1.406 -0.273  0.4267
H 3.001 2.954 1.563  0.1938
H 1.261 2.924 1.848  0.2071
H 2.433 3.857 -0.812  0.2095
H 2.383 4.903 0.581  0.2206
H 0.507 5.508 -0.693  0.1752
H -0.140 4.590 0.661  0.1875
H 0.257 3.481 -2.030  0.3768
H -1.177 3.639 -1.258  0.3878
O -2.909 -0.204 -2.777  -0.6249
C -1.831 -0.074 -2.234  0.7668
O -1.658 0.713 -1.205  -0.7424
C -0.638 -0.900 -2.656  -0.2456
C -0.868 -2.170 -3.129  -0.1168
C 0.210 -3.017 -3.370  -0.0454
C 1.506 -2.628 -3.132  -0.1325
C 1.728 -1.347 -2.659  -0.1062
C 0.691 -0.417 -2.468  0.4721
O 0.906 0.850 -2.211  -0.7283
N 3.120 -0.993 -2.355  0.5476
O 3.988 -1.638 -2.906  -0.3672
O 3.329 -0.227 -1.429  -0.4271
N -0.038 -4.379 -3.853  0.5361
O 0.926 -5.056 -4.147  -0.3876
O -1.189 -4.682 -4.094  -0.3815
H -1.883 -2.502 -3.293  0.2697
H 2.330 -3.303 -3.306  0.2745
O -0.528 0.986 1.579  -0.6419
C -1.529 0.435 2.070  0.7389
C -1.762 0.543 3.542  -0.4888
C -1.055 -0.705 4.121  -0.3865
C -1.441 -2.068 3.513  -0.4095
C -0.912 -2.395 2.101  -0.4329
C -1.606 -1.666 0.931  -0.2274
N -2.295 -0.471 1.438  -0.5779
H -2.832 0.513 3.762  0.2197
H -1.336 1.458 3.948  0.2349
H -1.247 -0.728 5.194  0.2240
H 0.023 -0.562 4.001  0.2067
H -2.530 -2.195 3.549  0.1926
H -1.047 -2.828 4.190  0.2278
H -1.012 -3.471 1.946  0.2263
H 0.162 -2.187 2.073  0.2065
H -2.352 -2.282 0.433  0.2201
H -0.885 -1.358 0.177  0.2362
H -3.096 -0.717 2.002  0.3835

The following is a DFT calculation (ωB97M-V/def2-TZVPD) of a molecular structure, C21H25I2N2O3PSTi.

## Properties
**Orbital gap (spin up / spin down)**: 7.87 / 8.18 eV
**Total charge**: +3
**LUMO level (spin up / spin down)**: -9.49 / -9.18 eV
**Multiplicity**: 2
**<S²>**: 0.754

Last column: Löwdin spin population.
Atoms and positions in Å:
Ti -0.091 0.209 0.607  0.9728
I -2.749 -1.131 -0.112  -0.0045
C -3.403 -0.017 1.584  0.0101
I -2.282 1.786 1.808  -0.0065
H -3.237 -0.626 2.464  0.0001
H -4.447 0.237 1.449  0.0008
O 0.782 -0.749 4.167  -0.0027
S 0.964 -0.786 2.774  0.0037
O 1.222 0.544 2.079  0.0184
O -0.265 -1.191 1.945  0.0039
C 2.211 -1.919 2.285  -0.0009
C 2.778 -2.683 3.288  0.0010
C 3.704 -3.665 2.948  -0.0003
C 4.030 -3.877 1.621  0.0008
C 3.456 -3.095 0.619  -0.0004
C 2.544 -2.099 0.932  -0.0011
P 1.943 -0.985 -0.370  -0.0012
C 3.279 0.154 -0.776  -0.0002
C 4.470 -0.294 -1.355  -0.0004
C 5.495 0.601 -1.614  0.0000
C 5.346 1.947 -1.295  -0.0001
C 4.178 2.400 -0.698  0.0001
C 3.151 1.504 -0.434  0.0001
C 1.558 -1.984 -1.836  0.0035
C 0.632 -3.024 -1.707  0.0017
C 0.202 -3.723 -2.825  0.0003
C 0.697 -3.396 -4.085  -0.0003
C 1.625 -2.367 -4.219  0.0007
C 2.049 -1.654 -3.100  -0.0003
H 2.495 -2.521 4.321  0.0000
H 4.156 -4.264 3.727  0.0000
H 4.739 -4.649 1.352  0.0000
H 3.732 -3.277 -0.413  0.0000
H 4.608 -1.343 -1.592  0.0000
H 6.419 0.249 -2.053  0.0000
H 6.153 2.640 -1.494  0.0000
H 4.079 3.439 -0.414  0.0000
H 2.286 1.860 0.116  0.0001
H 0.263 -3.307 -0.726  0.0003
H -0.493 -4.546 -2.715  0.0000
H 0.394 -3.973 -4.950  0.0000
H 2.075 -2.166 -5.187  0.0001
H 2.796 -0.877 -3.211  0.0000
N -0.455 0.234 -5.067  0.0000
C -0.143 1.163 -3.924  0.0000
C -0.671 0.566 -2.621  0.0013
N -0.182 1.297 -1.425  -0.0023
H -0.116 0.618 -5.954  0.0000
H -1.460 0.073 -5.176  0.0000
H 0.002 -0.680 -4.921  0.0000
H -0.583 2.131 -4.156  0.0000
H 0.941 1.264 -3.898  0.0000
H -0.342 -0.471 -2.543  0.0011
H -1.760 0.579 -2.598  0.0000
H -0.690 2.177 -1.329  0.0002
H 0.799 1.556 -1.564  0.0001

Respective strongest force on any atom values: 5.07, 1.43, 0.46 eV/A.
Respective energy above the lowest of the compared OMol25 structures with the same formula, charge and spin values: 2.846, 0.384, 0.464 eV.
Respective total energy values: -640.499499, -1618.353814, -3333.979896 a.u..